This record from the OMol25 dataset describes a 7-piece molecular cluster, C42H42O14 overall at a distorted geometry. The level of theory is the ωB97M-V functional and the def2-TZVPD basis.

Gap between HOMO and LUMO = 8.0 eV
Net charge = 0
Total energy = -72882.7908 eV
Lowest unoccupied orbital energy = 0.16 eV
2S+1 = 1

Cartesian coordinates (Å):
O 0.4616 -0.5102 4.3568
O 5.0866 -4.2862 5.7898
O -0.5584 0.9588 2.3348
O -2.2564 0.8328 -6.1712
O -3.1294 -4.8322 4.9068
O -5.5374 -2.7122 -4.3442
O 3.0276 3.5878 -1.0262
O 3.4076 -1.3202 -2.7102
O 6.6996 3.0688 -4.3782
O 1.7646 3.8618 -3.6632
O -7.4074 -1.5452 2.0138
O -3.4994 2.4788 2.4158
O -3.9484 1.6568 -1.2932
O 5.2406 -1.0602 1.2268
C 6.3666 -3.2172 4.1208
C -1.0754 2.9098 -5.9882
C -1.1684 -1.6242 5.8308
C -1.2604 1.6048 -5.5032
C -0.8094 -2.2902 3.4818
C -5.2134 -1.8612 -2.1322
C 4.2616 -0.2852 -3.2532
C 4.0616 -1.9342 3.0418
C -4.1814 0.3948 -1.8302
C -0.0574 3.7908 -5.3292
C -5.1044 -1.7642 -3.5072
C 0.8016 2.9178 -0.4512
C -1.5664 -3.4312 3.6648
C 4.7406 -0.2032 -4.5682
C -5.7394 1.9058 2.0858
C 5.7386 0.9308 -4.9722
C -0.4994 -1.3892 4.5528
C 2.2196 2.9688 -0.2302
C 1.7216 1.4058 1.7848
C -4.2584 0.0948 2.6708
C 5.1336 -3.4892 4.7388
C -6.5404 -0.5232 2.2428
C -4.3894 -0.6582 -4.0152
C 0.5626 1.8918 -4.0542
C 5.6346 1.6768 -2.6752
C 4.0426 -2.9392 4.2748
C -6.8814 0.8238 2.0358
C 5.3226 -1.7752 2.3568
C -0.4214 1.0178 -4.5222
C 6.0796 1.9138 -4.0392
C -0.1004 2.2838 0.3998
C -4.6054 -0.8002 -1.1952
C -2.2444 -2.7442 5.9938
C 0.7236 3.2348 -4.2912
C 6.4826 -2.3812 2.8858
C -4.0574 0.4158 -3.2762
C -5.2454 -0.8432 2.5588
C -4.3964 1.5058 2.3068
C 4.6626 0.7268 -2.4092
C 2.7376 2.3308 0.9548
C 0.3526 1.5708 1.4968
C -2.3624 -3.6892 4.8638
H -5.1834 -1.7522 2.9378
H 5.8386 2.3368 -1.8532
H 6.9946 3.6688 -3.6582
H -5.7864 -2.1832 -5.1842
H 2.9356 3.0838 -1.8752
H -1.5554 -4.1012 2.9698
H -0.5564 0.0488 -4.1982
H 3.1466 -3.1652 4.7808
H 1.2176 1.3228 -3.4882
H -2.8554 -5.2322 4.1758
H -1.0284 -0.7642 6.6498
H -0.2454 0.2788 2.6868
H 1.7706 4.5158 -4.2452
H 4.5676 0.5148 -1.3322
H 4.3596 -0.9702 -5.0852
H 3.3616 -1.3352 -1.7372
H 5.9486 -1.1132 0.6428
H 0.1476 4.7418 -5.5232
H -1.0694 2.3578 0.0888
H 5.8216 1.0158 -5.9112
H -5.8314 -2.5372 -1.6282
H 5.7086 -4.8212 5.7848
H -6.1434 2.9908 1.9468
H -7.8664 1.3258 1.6638
H 7.5206 -3.4202 4.5868
H -2.6414 2.1478 2.4728
H 3.0846 -1.3952 2.8178
H -8.2374 -1.0232 1.8268
H 0.4066 3.3118 -1.2842
H -1.7444 3.2818 -6.8422
H 2.1796 0.9658 2.5558
H -0.4114 -2.2232 2.4528
H -4.7544 -0.8832 -0.1182
H 7.2116 -2.4872 2.2158
H -2.6354 -2.9322 6.9448
H -3.9294 1.6698 -0.4172
H -3.7244 1.1078 -3.8092
H -3.3284 -0.4622 3.1788
H -1.8174 0.1288 -5.8792
H 3.7136 2.1388 1.0358
H 1.0426 -0.1912 5.2658
H -4.4564 -0.6122 -5.1662

Cartesian forces (eV/Å) of the 3 atoms listed first:
O 4.0 2.9 3.1
O -9.4 6.4 1.9
O -5.1 9.5 -5.5